97
Properties=species:S:1:pos:R:3 method="wB97M-V/def2-TZVPD" gap_ev=6.8 homo_ev=-13.284 de_lowest_kcal_mol=16.2 charge=+2
Hf 0.64 1.16 0.24
Sb -1.48 -0.79 0.11
Br -4.11 0.75 5.97
S 2.06 -0.46 -0.92
Si 5.20 -2.04 -0.46
O 0.53 0.84 2.15
N 1.15 2.84 -1.06
N -0.90 2.66 0.66
N 2.81 1.20 0.91
C -0.91 3.75 -0.24
C 0.23 3.85 -1.09
C -3.87 1.41 -0.89
C -0.49 0.89 2.99
C 2.25 2.95 -1.80
C 2.50 4.06 -2.61
C -5.85 -2.99 0.35
C -2.60 2.33 -2.83
C 0.34 -2.88 1.08
C 3.93 -3.21 -1.20
C -3.42 -1.69 0.25
C 3.22 0.07 0.28
C -2.65 0.85 4.78
C -0.39 -2.62 -0.08
C -1.34 -3.38 -2.31
C -0.50 1.46 -3.58
C -0.56 -3.61 -1.05
C 4.82 1.20 2.17
C -1.86 4.75 -0.29
C 5.23 0.04 1.51
C 4.45 -0.56 0.53
C -1.80 2.50 1.59
C -5.09 -2.84 1.50
C -2.76 1.56 3.62
C -0.53 0.53 -2.55
C -0.39 0.22 4.21
C 0.69 -5.14 0.37
C -1.61 0.49 -1.65
C -1.45 0.19 5.09
C 6.17 -1.15 -1.81
C 0.01 -4.87 -0.80
C -3.85 -2.19 1.47
C -4.17 -1.83 -0.91
C 0.87 -4.14 1.32
C -1.54 2.36 -3.72
C -3.05 -2.07 2.74
C -1.69 1.60 2.69
C 0.40 4.99 -1.91
C -0.59 5.99 -1.92
C -1.71 5.85 -1.14
C 6.24 -2.97 0.80
C -5.39 -2.48 -0.86
C 3.60 1.74 1.85
C 1.58 5.07 -2.68
C -2.66 1.42 -1.79
H 1.42 -4.34 2.23
H 0.22 -0.24 -2.53
H -4.36 2.38 -0.88
H -3.42 3.03 -2.97
H -2.68 3.14 1.60
H -1.53 3.07 -4.54
H -5.45 -3.24 2.44
H -1.34 -2.33 -2.60
H 5.49 -0.67 -2.51
H 6.84 -0.40 -1.40
H 2.95 2.13 -1.75
H -3.67 2.10 3.40
H 0.50 -2.09 1.81
H -3.81 -1.43 -1.85
H -2.41 -2.94 2.87
H -0.12 -5.64 -1.54
H 6.78 -1.86 -2.38
H -2.47 6.62 -1.15
H -2.43 -1.18 2.74
H 1.75 5.93 -3.31
H 0.32 1.45 -4.29
H -3.72 -2.02 3.60
H 6.32 -4.02 0.51
H -2.37 -3.70 -2.17
H 3.69 -2.94 -2.23
H -1.36 -0.36 6.02
H 0.53 -0.29 4.44
H -0.92 -3.97 -3.13
H 5.81 -2.94 1.80
H -3.63 1.12 0.14
H 7.26 -2.59 0.86
H 5.44 1.66 2.92
H 3.00 -3.22 -0.64
H 1.08 -6.13 0.55
H 6.19 -0.40 1.76
H -0.46 6.86 -2.55
H 3.23 2.63 2.34
H 4.33 -4.22 -1.20
H -5.98 -2.60 -1.76
H 3.42 4.09 -3.18
H -6.81 -3.49 0.41
H -2.74 4.71 0.34
H -4.60 0.68 -1.26